[1]
Below is C8H18CeI2NO2P2 as an isolated structure in a non-equilibrium geometry, with properties calculated with the ωB97M-V functional and the def2-TZVPD basis.

Structure (ORCA input):
```
! RIJCOSX wB97M-V def2-TZVPD def2/J DEFGRID3
* xyz 3 1
I 2.80381 0.93447 -2.97893
I 2.58834 -1.59213 -1.47271
Ce 0.42593 0.60299 -0.45283
P 1.84387 0.35640 2.09507
C 2.20832 -1.08092 3.20351
C 3.38830 0.93804 1.28641
H 4.15597 1.20999 2.03538
H 1.90859 2.07814 3.94574
H 3.15956 1.83001 0.66823
H 1.04895 2.63018 2.49743
H 2.61457 -1.94269 2.64143
H 3.82235 0.15457 0.63109
C 1.23357 1.74323 3.13650
H 2.91801 -0.96101 4.04381
H 0.28534 1.46818 3.64423
H 1.28706 -1.44234 3.70001
P -1.79483 -0.26823 -2.15261
C -2.61870 -1.90556 -2.41591
C -3.11140 1.00126 -1.93102
H -0.40479 1.22196 -3.48376
H -1.49071 0.25794 -4.54438
H -0.02442 -0.50047 -3.86230
C -0.84496 0.21502 -3.64678
H -2.64429 1.99901 -1.80930
H -3.83748 1.09832 -2.75934
H -3.34069 -2.03336 -3.24387
H -3.20079 -2.20919 -1.52458
H -3.72611 0.78773 -1.03172
H -1.88274 -2.71233 -2.58977
C 0.23027 -2.06618 0.11309
O -0.32289 -2.88247 0.70564
O -3.02057 -0.05778 2.58849
C -2.23061 0.35976 1.85425
N -1.42684 0.76743 1.10950
*
```

energy relative to the best compared isomer or geometry (same formula, charge and spin)	0.0	kcal/mol
HOMO level (spin up / spin down)	-19.60 / -19.60	eV
electronic energy	-2272.9533	a.u.

Results of the Mulliken charge analysis, in e, for atoms 1 through 6:
1 I 0.261
2 I 0.211
3 Ce 0.860
4 P 0.738
5 C -1.070
6 C -1.062

[2]
Below is C8H18ClIO3PTi as an isolated structure in a non-equilibrium geometry, with properties calculated with the ωB97M-V functional and the def2-TZVPD basis.

Structure (ORCA input):
```
! RIJCOSX wB97M-V def2-TZVPD def2/J DEFGRID3
* xyz 3 1
C -2.97794 1.74021 -3.79954
C -2.58447 0.43151 -3.35555
H -3.83562 1.63958 -4.50855
H -2.06130 2.16741 -4.30506
H -3.23130 2.34346 -2.90957
O -2.52821 -0.69639 -3.05341
I -2.56008 1.96801 1.40601
Ti -0.41555 0.73691 0.73871
P 1.00872 -0.83106 -0.64599
C 1.25053 -2.63993 -0.44240
C 0.71487 -0.69503 -2.43403
H 2.96661 0.60829 -0.19210
H 3.19970 -0.57269 -1.51229
H 3.31786 -1.10704 0.18097
C 2.80299 -0.42072 -0.50488
H 0.55737 0.33830 -2.76366
H 1.62824 -1.11841 -2.87378
H 1.60017 -3.03154 -1.40437
H 0.34867 -3.16472 -0.14668
H -0.15268 -1.29417 -2.72574
H 2.02025 -2.84517 0.31191
C -1.28999 -1.13417 0.69002
O -1.80977 -2.14886 0.89974
Cl 0.89025 2.39518 -0.25261
C -0.79506 0.91687 4.17926
C 0.65324 0.93024 3.74785
O 0.77484 0.37794 2.38891
H -1.41636 1.60244 3.58255
H -0.84678 1.30969 5.20178
H -1.21809 -0.09479 4.20798
H 1.04744 1.93905 3.62951
H 1.28684 0.36305 4.44434
H 1.65461 -0.01342 2.22063
*
```

energy relative to the best compared isomer or geometry (same formula, charge and spin)	0.0	kcal/mol
HOMO level (spin up / spin down)	-19.79 / -19.79	eV
electronic energy	-2488.9663	a.u.

Results of the Mulliken charge analysis, in e, for atoms 1 through 6:
1 C -0.645
2 C 0.678
3 H 0.381
4 H 0.351
5 H 0.324
6 O -0.115

[3]
Below is a 2-piece molecular cluster, C8H18ClOP overall in a non-equilibrium geometry, with properties calculated with the ωB97M-V functional and the def2-TZVPD basis.

Structure (ORCA input):
```
! RIJCOSX wB97M-V def2-TZVPD def2/J DEFGRID3
* xyz 0 1
C -4.06584 0.19317 -0.84010
C 3.05028 -1.76863 -0.09980
C -1.98864 0.57448 1.60583
C 2.39023 1.99495 0.03710
C -2.65132 -0.54106 -0.67048
C 3.08474 -0.28413 -0.30672
C -1.65094 0.29061 0.10162
C 2.30185 0.68508 0.51919
O 0.10223 -0.84833 -1.65454
P 0.04468 -0.48006 -0.22307
Cl -0.15047 -2.34348 0.90021
H -4.77256 -0.69594 -1.14929
H -4.33515 0.72122 0.00012
H -4.19958 0.76934 -1.66247
H 2.08007 -2.14425 -0.30483
H 3.74055 -2.21700 -0.79977
H 3.33945 -2.06203 0.82741
H -2.52682 1.54517 1.74519
H -2.70495 -0.23425 1.83374
H -1.19460 0.37439 2.24299
H 3.55329 2.37802 0.08171
H 2.28353 2.05392 -0.99317
H 1.88105 2.79810 0.61637
H -2.29030 -0.98113 -1.60450
H -3.11266 -1.38081 -0.04008
H 2.84714 -0.01799 -1.23994
H 4.17916 -0.02262 -0.14499
H -1.40747 1.20872 -0.39570
H 2.17307 0.43456 1.61798
*
```

HOMO level (spin up / spin down)	-8.39 / -8.39	eV
electronic energy	-1192.3180	a.u.

Results of the Mulliken charge analysis, in e, for atoms 1 through 6:
1 C -1.335
2 C -1.416
3 C -1.240
4 C -1.323
5 C -0.654
6 C -0.481

[4]
Below is one molecule with the formula C8H18F2S2Si, with properties calculated with the ωB97M-V functional and the def2-TZVPD basis.

Structure (ORCA input):
```
! RIJCOSX wB97M-V def2-TZVPD def2/J DEFGRID3
* xyz 0 1
C 1.71080 2.85186 0.53501
C 1.86853 1.50234 -0.15667
F 2.27309 0.54870 0.81092
C 0.61889 0.96860 -0.84705
Si -0.78898 0.27497 0.20727
S -1.02688 1.20288 2.11948
C -2.31581 0.48278 -0.87777
C -3.66785 0.18166 -0.25839
F -4.03369 1.21289 0.61940
C -0.60581 -1.54995 0.63001
C 0.35060 -2.38551 -0.23935
C 1.83720 -2.11583 0.05211
S 2.75793 -3.66421 -0.20243
H 1.43740 2.68343 1.57835
H 0.91654 3.44143 0.06855
H 2.63538 3.43210 0.50354
H 2.69726 1.53578 -0.87315
H 0.91095 0.19334 -1.56830
H 0.18689 1.78455 -1.44409
H -1.63129 2.31629 1.68329
H -2.16955 -0.19932 -1.73028
H -2.35106 1.49488 -1.30063
H -3.66295 -0.74703 0.32409
H -4.46209 0.11807 -1.01008
H -1.62031 -1.96355 0.53254
H -0.33691 -1.67091 1.68619
H 0.15067 -2.19643 -1.30314
H 0.13443 -3.44800 -0.07884
H 1.96998 -1.76820 1.07990
H 2.24654 -1.35340 -0.61216
H 3.97011 -3.16420 0.07172
*
```

energy relative to the best compared isomer or geometry (same formula, charge and spin)	0.0	kcal/mol
HOMO level	-8.92	eV
electronic energy	-1601.2595	a.u.
SMILES	C[C@@H](F)C[Si@@](S)(CCF)CCCS

Results of the Mulliken charge analysis, in e, for atoms 1 through 6:
1 C -1.430
2 C 0.266
3 F -0.341
4 C -0.886
5 Si 0.217
6 S -0.364

Among the records above, which one has the highest electronic energy? C8H18ClOP

Number 3 is which compound? C8H18ClOP

Look up the electronic energy of the second one. -2488.9663 a.u.

Number 1 is which compound? C8H18CeI2NO2P2